[1]
ORCA calculation (the ωB97M-V functional and the def2-TZVPD basis) on a cluster of 2 separate species, C3H5N2P in total.

The value obtained for the HOMO-LUMO gap is 0.3098 hartree. As for the LUMO energy: 0.04 eV.

```
11
Properties=species:S:1:pos:R:3:forces:R:3:nbo_charge:R:1
C 2.25665 -1.29720 -0.16524 1.135 1.782 -0.301 -0.0683
C 0.93882 -0.97002 -0.08861 0.607 2.365 0.995 -0.1344
C -0.96268 1.18189 -0.16424 4.297 -3.627 0.045 -0.3164
N 3.09911 -0.21341 -0.10069 0.121 0.225 0.408 -0.8301
N 0.84264 0.39450 0.14591 -2.734 2.024 -0.994 -0.7175
P 2.33616 1.19609 0.18631 -0.579 -1.528 -0.671 0.9868
H 2.78872 -2.18930 -0.31882 -0.169 -1.455 -0.076 0.2096
H 0.07702 -1.46473 0.22102 -1.192 -1.552 -0.340 0.2017
H -1.07884 0.77155 -1.16486 -0.068 0.730 -0.125 0.2109
H -1.22990 0.37152 0.50931 -1.146 1.252 0.616 0.2286
H -0.86190 2.24793 -0.02438 -0.272 -0.214 0.445 0.2290
```
Positions in Å, forces in eV/Å.

[2]
ORCA calculation (the ωB97M-V functional and the def2-TZVPD basis) on a structure of composition C14H30N6O6SV.

The value obtained for the HOMO-LUMO gap (alpha / beta) is 0.3092 / 0.3417 hartree. Its expectation value of S² is 2.01. As for the total charge: +3. As for the spin multiplicity: 3. As for the LUMO energy (alpha / beta): -10.17 / -9.32 eV.

```
58
Properties=species:S:1:pos:R:3:forces:R:3:nbo_charge:R:1
V 0.03702 -0.50884 -1.42843 -0.112 0.122 -0.256 1.6864
N -0.53692 1.47543 -1.39215 -0.118 0.202 -0.130 -0.8792
C -1.27860 1.88555 -2.63897 0.029 -0.017 0.045 -0.2188
C -2.68529 1.31781 -2.67855 -0.002 -0.004 -0.017 -0.4276
C -2.78777 -0.19136 -2.42299 -0.005 0.018 -0.009 -0.4285
C -2.87462 -0.60653 -0.94263 0.088 -0.053 0.012 -0.2282
N -1.61992 -1.27582 -0.46149 -0.039 -0.284 -0.508 -0.9080
H -1.09608 1.71121 -0.56690 0.115 -0.086 0.041 0.4286
H 0.29441 2.06211 -1.31144 0.000 -0.012 0.010 0.4211
H -0.68822 1.52702 -3.48645 -0.012 -0.005 -0.006 0.2028
H -1.29735 2.97341 -2.69324 -0.001 0.001 -0.016 0.2508
H -3.08560 1.54720 -3.66641 -0.014 0.004 0.006 0.2672
H -3.32588 1.84958 -1.97029 0.002 -0.001 0.006 0.2330
H -1.96239 -0.72879 -2.93021 -0.006 0.002 0.013 0.1891
H -3.67259 -0.56860 -2.93429 0.005 0.005 -0.013 0.2833
H -3.70953 -1.28388 -0.77503 -0.004 0.005 -0.005 0.2507
H -3.04354 0.26174 -0.30529 0.008 0.006 0.012 0.2087
H -1.69544 -2.27494 -0.65943 -0.032 0.009 -0.087 0.4129
H -1.57553 -1.21480 0.56661 -0.031 0.166 0.073 0.4575
C -1.55066 2.54656 4.27358 0.010 0.006 -0.008 -0.6321
C -2.12758 1.31825 3.57789 0.009 -0.008 -0.010 -0.6503
S -0.91756 0.35664 2.71897 0.117 0.262 0.285 2.1738
O -0.26217 1.15834 1.69202 -0.431 0.104 0.127 -0.9889
O -1.53031 -0.86613 2.21836 -0.119 -0.147 0.339 -0.9883
C 0.28200 -0.07860 3.97966 -0.131 -0.027 0.137 -0.6902
C 1.36487 -1.05592 3.51659 -0.017 0.053 0.012 -0.2166
N 1.74003 -0.74831 2.12849 0.413 -0.133 0.007 -0.3044
C 1.23210 -1.39829 1.08012 -0.137 0.097 -0.044 0.5052
N 1.40111 -0.65752 -0.03230 0.646 -0.077 0.237 -0.6311
C 2.15754 0.45035 0.32052 0.020 -0.075 -0.006 -0.0184
C 2.35875 0.39156 1.64777 -0.098 0.151 -0.125 0.2101
N 3.02556 1.39468 2.45681 0.575 -0.435 -0.135 0.5275
O 2.96791 1.25938 3.65989 -0.183 0.133 0.071 -0.3491
O 3.63620 2.22906 1.83910 -0.239 0.141 0.018 -0.2946
C 0.65510 -2.76881 1.10926 0.052 0.005 0.030 -0.6965
H -2.36862 3.21746 4.52864 -0.009 -0.017 0.019 0.2693
H -0.86612 3.09090 3.62376 -0.006 0.014 -0.004 0.2337
H -1.04261 2.28644 5.20049 0.017 -0.003 -0.016 0.2351
H -2.83329 1.58291 2.78587 -0.015 -0.011 -0.006 0.2617
H -2.62605 0.62437 4.25672 -0.032 0.010 0.009 0.2737
H -0.27790 -0.52684 4.80284 -0.035 0.054 0.003 0.2878
H 0.71990 0.86051 4.31778 -0.015 -0.009 -0.021 0.2892
H 1.02380 -2.08761 3.53595 -0.060 0.046 -0.008 0.2457
H 2.23034 -0.95921 4.16344 0.028 -0.034 0.004 0.2864
H 2.48858 1.20511 -0.37237 0.011 -0.028 -0.014 0.2645
H 1.33320 -3.43970 1.63922 0.009 0.000 -0.012 0.2882
H 0.56785 -3.15340 0.09302 -0.036 0.018 0.018 0.2476
H -0.30791 -2.79855 1.61481 -0.029 -0.034 0.023 0.2780
N 3.31384 -0.78356 -4.99927 0.006 -0.003 0.012 -0.6671
C 2.21463 -1.69527 -4.53649 0.012 0.000 -0.006 -0.3367
C 1.45853 -1.06222 -3.39003 -0.049 -0.015 0.020 0.7734
O 1.70726 0.08232 -2.98233 -0.070 -0.035 0.142 -0.6540
O 0.51254 -1.74169 -2.84870 -0.062 -0.095 -0.259 -0.7079
H 3.48820 -0.88081 -6.00458 0.001 -0.005 0.002 0.4711
H 4.19853 -0.97438 -4.51988 -0.001 0.002 0.002 0.4618
H 3.07208 0.19543 -4.80155 -0.007 0.001 -0.010 0.4671
H 2.63644 -2.65254 -4.23361 -0.010 -0.005 -0.007 0.2862
H 1.52771 -1.87840 -5.36284 -0.006 0.019 0.001 0.2870
```
Positions in Å, forces in eV/Å.

[3]
ORCA calculation (the ωB97M-V functional and the def2-TZVPD basis) on the molecule C3H4N2.

Its SMILES is c1c[nH]cn1. The value obtained for the HOMO-LUMO gap is 0.3623 hartree. As for the LUMO energy: 0.92 eV.

```
9
Properties=species:S:1:pos:R:3:forces:R:3:nbo_charge:R:1
C 0.63246 -1.01583 0.25961 0.242 -0.024 -0.525 -0.0952
C 0.74814 0.30442 0.59420 -0.319 -0.849 0.716 -0.1269
N -0.31140 0.91529 -0.02721 0.254 0.119 0.073 -0.5250
C -0.96755 -0.04210 -0.74475 -0.010 0.999 0.120 0.1664
N -0.42727 -1.21406 -0.59003 -0.075 -0.215 -0.223 -0.4551
H 1.31141 -1.82640 0.47190 -0.132 0.027 0.309 0.2082
H 1.29364 0.69378 1.43792 0.214 0.504 -0.413 0.2199
H -0.47070 1.90707 -0.05804 -0.162 -0.063 0.039 0.4152
H -1.80873 0.27783 -1.34360 -0.012 -0.498 -0.097 0.1924
```
Positions in Å, forces in eV/Å.

[4]
ORCA calculation (the ωB97M-V functional and the def2-TZVPD basis) on a cluster of 2 separate species, C2H4Br2O2 in total.

Its SMILES is O=C(O)Br.CBr. The value obtained for the HOMO-LUMO gap is 0.4026 hartree. As for the LUMO energy: 0.40 eV.

```
10
Properties=species:S:1:pos:R:3:forces:R:3:nbo_charge:R:1
O -0.37414 -0.97800 0.58649 -0.037 -0.365 0.387 -0.5880
C 0.53384 -1.32690 1.27159 -1.385 -1.384 0.016 0.7697
O 1.69038 -0.76509 1.38234 0.833 0.600 0.183 -0.6644
Br 0.40582 -2.98180 2.37461 0.211 0.932 -0.518 -0.0638
H 1.60656 0.04594 0.82177 0.252 -0.143 0.116 0.5062
C -0.95411 1.23161 -1.37649 -1.037 -0.837 1.518 -0.6260
Br 0.86529 1.63778 -0.70635 -0.597 1.124 -0.066 -0.0411
H -1.48886 0.66684 -0.57548 0.701 0.690 -0.394 0.2454
H -0.59795 0.47573 -2.02549 -0.632 -0.407 -1.366 0.2236
H -1.68684 1.99389 -1.75298 1.691 -0.211 0.124 0.2384
```
Positions in Å, forces in eV/Å.

[5]
ORCA calculation (the ωB97M-V functional and the def2-TZVPD basis) on a structure of composition C39H45N5P2Re.

The value obtained for the HOMO-LUMO gap (alpha / beta) is 0.1489 / 0.0740 hartree. Its expectation value of S² is 3.96. As for the total charge: +2. As for the spin multiplicity: 4. As for the LUMO energy (alpha / beta): -8.06 / -9.66 eV.

```
92
Properties=species:S:1:pos:R:3:forces:R:3:lowdin_charge:R:1
Re 0.52785 -0.45715 2.26234 0.395 1.064 1.284 1.6082
C -0.82879 1.70702 2.52120 -1.440 -1.170 -0.557 -0.1039
C -1.47264 0.60872 1.92717 -0.234 1.717 1.017 -0.2217
C -1.46229 0.39225 0.44204 0.022 -0.508 0.014 -0.2550
C -0.09137 0.51337 -0.26129 0.199 -0.311 -1.383 -0.2943
C 1.17480 0.07557 0.43543 0.617 0.298 0.738 -0.4247
C 1.77402 1.00026 1.39898 0.212 0.092 -1.124 -0.2790
C 1.36631 2.46604 1.36476 0.284 0.289 0.501 -0.1637
C -0.09604 2.77091 1.77713 0.395 1.190 -0.119 -0.1549
C 1.93663 -1.78823 2.78318 0.353 -0.803 0.974 -0.2491
H -1.06916 1.95046 3.55970 0.202 -0.412 -0.238 0.1164
H -2.25804 0.06179 2.46576 0.401 0.279 0.091 0.1194
H -2.15218 1.10543 -0.04377 0.123 -0.235 0.422 0.0988
H -1.89093 -0.60058 0.23345 0.136 0.359 0.097 0.0969
H -0.12888 -0.20156 -1.10599 0.012 0.603 0.547 0.0049
H 0.01934 1.52043 -0.69710 0.096 -0.291 0.148 0.1058
H 1.83679 -0.61926 -0.11561 -0.460 0.360 0.521 0.0209
H 2.85114 0.88174 1.58524 -0.417 -0.241 0.105 0.1216
H 1.53696 2.89347 0.35803 0.078 -0.397 0.348 0.1357
H 2.04483 3.01964 2.03209 -0.238 -0.194 -0.182 0.1179
H -0.04215 3.65349 2.44201 -0.205 -0.391 -0.340 0.1306
H -0.64321 3.11770 0.87896 -0.057 -0.437 0.440 0.1245
H 1.81054 -2.08529 3.83241 0.343 -0.142 -0.209 0.0272
H 2.96982 -1.45926 2.63152 -0.063 0.130 0.012 0.0420
H 1.76010 -2.68300 2.16832 -0.074 -0.069 -0.082 0.0450
P 2.03911 -0.77258 -2.37252 1.899 -0.309 -4.142 1.1550
P -1.87154 -0.05708 -2.40993 -2.148 1.134 -2.941 1.1077
N 3.34140 0.29661 -2.89114 0.390 0.190 0.988 -0.2601
N 2.53382 -2.05741 -3.53578 -0.393 -0.553 0.542 -0.2370
N -1.88758 1.54868 -3.14229 0.539 0.355 0.268 -0.2440
N -3.30218 -0.61457 -3.26965 -0.083 -0.862 -0.084 -0.2638
C 0.79479 -0.00344 -3.48762 -0.731 0.053 0.056 -0.3715
C -0.56930 -0.74667 -3.50321 0.336 -0.313 -0.335 -0.3506
C 4.51447 0.40539 -2.13167 -0.189 0.676 -1.043 -0.1276
C 5.45074 1.11815 -2.86906 -0.647 -0.309 -0.026 -0.0623
C 4.86089 1.42956 -4.13658 -0.782 -0.692 0.748 -0.0455
C 3.57596 0.90161 -4.12962 0.604 0.210 0.409 -0.1244
C 2.83023 -3.36054 -3.13338 -0.138 0.475 -0.777 -0.1150
C 3.15046 -4.11618 -4.25485 -0.125 0.698 -0.267 -0.0542
C 3.06492 -3.24989 -5.39215 -0.142 0.119 1.024 -0.0395
C 2.69056 -1.99609 -4.92643 -0.040 -0.545 0.535 -0.0976
C -1.74307 2.72742 -2.39679 0.025 0.147 -1.035 -0.1502
C -1.55414 3.78607 -3.26653 -0.052 -0.702 0.346 -0.0724
C -1.56774 3.25758 -4.59861 -0.032 -0.868 0.521 -0.0604
C -1.74939 1.88957 -4.50032 0.102 0.714 0.631 -0.1475
C -4.15628 -0.01098 -4.20480 -0.204 -0.869 -0.144 -0.1269
C -4.98012 -0.98615 -4.75084 0.912 0.207 0.889 -0.0694
C -4.63630 -2.23516 -4.12670 0.569 0.524 0.262 -0.0824
C -3.60560 -1.98654 -3.23958 -0.671 0.655 -0.561 -0.1642
H 1.18057 -0.04244 -4.51691 -0.151 0.140 0.581 0.0530
H 0.69733 1.06665 -3.21781 -0.056 -0.410 -0.104 0.0932
H -0.97538 -0.70626 -4.52699 0.134 -0.264 0.415 0.0886
H -0.45474 -1.80995 -3.22316 0.023 0.231 -0.285 0.0823
H 4.54551 -0.02259 -1.14230 0.139 0.020 -0.013 0.0945
H 6.44409 1.38778 -2.54330 -0.084 -0.063 -0.007 0.1033
H 5.30498 1.96963 -4.95806 0.011 -0.033 0.087 0.1077
H 2.82128 0.92151 -4.90406 0.256 0.192 0.234 0.0984
H 2.78173 -3.61745 -2.08450 0.033 -0.084 -0.142 0.1006
H 3.41304 -5.16319 -4.26910 -0.003 0.104 0.065 0.1055
H 3.25196 -3.49731 -6.42858 0.008 0.000 0.195 0.1110
H 2.52586 -1.08292 -5.47997 0.068 -0.310 0.074 0.0945
H -1.82991 2.70443 -1.31989 -0.041 0.103 -0.141 0.0778
H -1.41402 4.81978 -2.98128 -0.094 -0.132 -0.051 0.1001
H -1.46060 3.81613 -5.51898 -0.026 -0.101 0.144 0.1066
H -1.82813 1.14218 -5.27719 -0.024 0.131 0.136 0.1133
H -4.12016 1.05023 -4.40056 0.001 -0.185 0.090 0.1004
H -5.73616 -0.83019 -5.50842 0.079 0.041 0.188 0.1014
H -5.09822 -3.19490 -4.31234 0.098 0.115 0.032 0.0987
H -3.05804 -2.64078 -2.57750 -0.090 -0.077 -0.036 0.0944
C 0.35227 2.50467 7.27556 -0.208 -0.044 0.045 -0.0216
C 1.07179 2.54699 6.07785 0.472 -0.374 -0.741 -0.0387
C 1.04235 1.47736 5.18032 0.010 0.636 0.037 -0.0182
C 0.16858 0.39017 5.41033 -0.585 -0.830 -0.109 -0.2595
C -0.39261 0.27304 6.71893 -0.458 0.322 0.394 0.0120
C -0.34929 1.34037 7.60818 0.068 -0.353 -0.087 -0.0286
N -0.18675 -0.48494 4.39677 0.911 0.485 0.510 -0.0351
C -1.26146 -1.36461 4.62503 -0.864 -0.267 0.516 -0.3217
C -1.11007 -2.74620 4.39166 -0.121 0.506 -0.144 -0.0165
C -2.14616 -3.61726 4.72792 0.036 0.152 -0.114 -0.0439
C -3.35091 -3.12323 5.24004 0.039 -0.040 -0.012 -0.0393
C -3.53303 -1.74667 5.41525 0.242 0.004 -0.124 -0.0408
C -2.49380 -0.86814 5.12362 0.228 -0.239 -0.090 -0.0444
H 0.35665 3.35902 7.95750 0.046 -0.320 -0.269 0.1297
H 1.67116 3.42453 5.83034 -0.104 -0.291 0.148 0.1228
H 1.65356 1.47020 4.27426 -0.245 0.228 0.149 0.1035
H -0.90962 -0.64094 7.01132 0.158 0.294 -0.131 0.1298
H -0.86653 1.26993 8.56785 0.264 -0.053 -0.309 0.1286
H -0.16405 -3.09638 3.97566 -0.295 -0.143 0.258 0.0936
H -2.00245 -4.68760 4.58810 -0.095 0.254 0.052 0.1212
H -4.15453 -3.81681 5.50318 0.314 0.267 -0.126 0.1245
H -4.47619 -1.35136 5.79196 0.239 -0.166 -0.091 0.1235
H -2.60747 0.20617 5.29337 -0.016 -0.363 -0.115 0.1281
```
Positions in Å, forces in eV/Å.

[6]
ORCA calculation (the ωB97M-V functional and the def2-TZVPD basis) on a structure of composition C4H6As2F13MnO3Pt.

The value obtained for the HOMO-LUMO gap (alpha / beta) is 0.3096 / 0.2768 hartree. Its expectation value of S² is 15.75. As for the total charge: +1. As for the spin multiplicity: 8. As for the LUMO energy (alpha / beta): -6.75 / -7.65 eV.

```
30
Properties=species:S:1:pos:R:3:forces:R:3:nbo_charge:R:1
Pt 3.21149 -1.24669 1.75065 -0.463 1.761 0.249 1.6022
Mn 0.34465 1.07479 0.43457 -0.305 -1.650 0.267 1.8010
As 3.86107 1.93854 -0.45876 1.058 0.281 -0.814 2.8605
F 3.87624 0.32075 0.44362 0.376 -0.627 0.126 -0.6783
F 5.51927 1.76322 -0.75203 0.009 0.041 0.297 -0.5773
F 3.66990 3.42999 -1.22413 -0.243 -0.107 -0.238 -0.5765
F 2.04602 1.86629 -0.15497 -0.131 0.416 -0.156 -0.7107
F 4.05815 2.68023 1.04567 -0.229 -0.267 0.234 -0.5686
F 3.51910 0.98875 -1.83885 -0.361 0.109 0.080 -0.5872
As 1.80200 1.54249 3.89666 -0.109 0.644 1.871 2.8517
F 3.08924 0.62358 2.98349 0.431 -0.296 -0.716 -0.6493
F 2.86986 1.48228 5.21852 -0.085 -0.212 -0.077 -0.5841
F 0.54556 2.27720 4.77368 -0.296 -0.267 -0.314 -0.5849
F 0.84672 1.59134 2.32688 -0.431 0.125 0.104 -0.7091
F 1.14949 -0.02011 4.18553 -0.087 -0.050 -0.321 -0.6038
F 2.36299 3.07621 3.43483 0.448 -0.375 -0.606 -0.5716
F 1.41904 -0.57983 1.09399 -0.156 -0.771 -0.247 -0.7579
C -5.06769 -1.93967 -2.13090 -0.126 -0.460 0.575 -0.6427
C -3.60350 -2.22746 -1.97001 0.636 -0.414 0.008 0.0702
C -2.70564 -1.62976 -3.07393 -0.467 -0.532 0.929 -0.0988
O -1.55382 -1.16735 -2.33365 0.097 0.256 -0.055 -0.4614
C -1.82478 -1.17935 -1.04101 -0.596 0.285 -0.054 1.0226
O -1.08576 -0.72077 -0.18910 0.855 1.151 0.359 -0.7509
O -2.99625 -1.69902 -0.75022 -0.050 0.332 -0.102 -0.4491
H -5.32223 -2.40229 -3.08635 -0.329 0.316 -0.058 0.2396
H -5.36003 -0.89326 -2.06404 0.344 0.128 -0.404 0.2338
H -5.65510 -2.44100 -1.36104 0.111 -0.173 -0.037 0.2458
H -3.41332 -3.29794 -1.88050 -0.287 -0.058 -0.177 0.2020
H -3.24200 -0.80324 -3.53404 0.481 0.129 -0.336 0.2079
H -2.36068 -2.40793 -3.74458 -0.096 0.283 -0.387 0.2252
```
Positions in Å, forces in eV/Å.

The following calculated total energy values (in eV) correspond, in order, to the records above: -15458.362 -72727.716 -6155.762 -146318.556 -69308.444 -201955.597.
The following energy above the lowest of the compared OMol25 structures with the same formula, charge and spin values (in kJ/mol) correspond, in order, to the records above: 189.2 17.9 13.4 0.0 0.0 0.0.